No. 1
{
  "formula": "C64H72Cl2NO",
  "method": "wB97M-V/def2-TZVPD",
  "elements": ["C", "C", "Cl", "C", "Cl", "C", "C", "C", "C", "O", "C", "N", "C", "C", "H", "H", "H", "H", "H", "H", "H", "H", "H", "H", "H", "H", "H", "H", "H", "H", "H", "H", "C", "C", "C", "C", "C", "C", "H", "H", "H", "H", "H", "H", "C", "C", "C", "C", "C", "C", "H", "H", "H", "H", "H", "H", "C", "C", "C", "C", "C", "C", "H", "H", "H", "H", "H", "H", "C", "C", "C", "C", "C", "C", "H", "H", "H", "H", "H", "H", "C", "C", "C", "C", "C", "C", "H", "H", "H", "H", "H", "H", "C", "C", "C", "C", "C", "C", "H", "H", "H", "H", "H", "H", "C", "C", "C", "C", "C", "C", "H", "H", "H", "H", "H", "H", "C", "C", "C", "C", "C", "C", "H", "H", "H", "H", "H", "H", "C", "C", "C", "C", "C", "C", "H", "H", "H", "H", "H", "H"],
  "positions_angstrom": [[-5.484, 5.362, 2.788], [-4.142, 4.905, 3.357], [-3.385, 6.266, 4.237], [-4.267, 3.677, 4.253], [-5.278, 4.016, 5.660], [-2.930, 2.993, 4.688], [-3.133, 1.463, 4.848], [-3.035, 0.522, 3.624], [-3.676, 0.960, 2.309], [-2.996, 0.404, 1.181], [-1.774, 3.344, 3.824], [-0.706, 3.564, 4.483], [-0.883, 3.369, 5.942], [-2.395, 3.547, 6.055], [-5.311, 5.907, 1.867], [-6.005, 5.992, 3.497], [-6.089, 4.492, 2.547], [-3.522, 4.647, 2.503], [-4.834, 2.949, 3.685], [-4.093, 1.337, 5.339], [-2.379, 1.117, 5.550], [-3.527, -0.402, 3.916], [-1.998, 0.241, 3.447], [-3.686, 2.042, 2.192], [-4.691, 0.585, 2.236], [-2.061, 0.557, 1.314], [-1.767, 3.419, 2.746], [0.165, 3.826, 4.039], [-0.300, 4.054, 6.542], [-0.567, 2.347, 6.135], [-2.807, 2.998, 6.890], [-2.601, 4.608, 6.137], [2.777, 3.939, 6.961], [3.140, 5.276, 7.043], [3.704, 5.766, 8.213], [3.905, 4.919, 9.293], [3.542, 3.582, 9.208], [2.975, 3.090, 8.042], [2.347, 3.551, 6.044], [2.992, 5.935, 6.197], [3.989, 6.807, 8.280], [4.349, 5.301, 10.202], [3.705, 2.923, 10.050], [2.695, 2.047, 7.975], [-3.105, 4.357, -2.614], [-2.941, 5.736, -2.549], [-2.563, 6.341, -1.356], [-2.347, 5.556, -0.233], [-2.499, 4.183, -0.304], [-2.878, 3.579, -1.489], [-3.398, 3.886, -3.544], [-3.105, 6.342, -3.430], [-2.439, 7.414, -1.305], [-2.035, 6.006, 0.705], [-2.309, 3.566, 0.565], [-2.989, 2.504, -1.528], [1.791, -2.855, 1.078], [0.883, -2.154, 0.297], [-0.375, -1.854, 0.804], [-0.723, -2.250, 2.088], [0.188, -2.950, 2.868], [1.444, -3.253, 2.362], [2.770, -3.094, 0.684], [1.154, -1.847, -0.705], [-1.092, -1.319, 0.191], [-1.710, -2.017, 2.469], [-0.083, -3.266, 3.868], [2.151, -3.805, 2.966], [0.398, -4.128, -2.697], [1.677, -4.506, -3.080], [2.010, -4.565, -4.426], [1.065, -4.242, -5.389], [-0.214, -3.863, -5.007], [-0.548, -3.808, -3.661], [0.139, -4.088, -1.647], [2.415, -4.758, -2.329], [3.007, -4.862, -4.722], [1.325, -4.287, -6.439], [-0.951, -3.611, -5.759], [-1.547, -3.516, -3.364], [2.636, 8.222, -0.676], [3.529, 7.948, -1.702], [3.112, 7.226, -2.811], [1.800, 6.781, -2.897], [0.906, 7.055, -1.872], [1.325, 7.773, -0.761], [2.961, 8.789, 0.187], [4.550, 8.301, -1.639], [3.809, 7.012, -3.610], [1.475, 6.221, -3.764], [-0.116, 6.709, -1.939], [0.626, 7.990, 0.038], [-2.913, -1.285, -3.232], [-3.280, -1.296, -4.571], [-4.193, -0.366, -5.048], [-4.739, 0.577, -4.188], [-4.374, 0.582, -2.849], [-3.460, -0.346, -2.372], [-2.201, -2.010, -2.859], [-2.854, -2.029, -5.243], [-4.480, -0.377, -6.091], [-5.451, 1.302, -4.559], [-4.805, 1.311, -2.174], [-3.173, -0.339, -1.327], [6.444, -8.134, -6.818], [5.109, -7.988, -6.470], [4.535, -6.725, -6.443], [5.292, -5.610, -6.771], [6.626, -5.756, -7.123], [7.202, -7.018, -7.145], [6.894, -9.118, -6.834], [4.517, -8.859, -6.217], [3.493, -6.613, -6.169], [4.842, -4.625, -6.754], [7.217, -4.887, -7.380], [8.245, -7.132, -7.414], [-6.603, -0.554, 1.481], [-5.785, -0.865, 0.403], [-6.253, -1.692, -0.609], [-7.541, -2.203, -0.542], [-8.359, -1.890, 0.535], [-7.891, -1.067, 1.548], [-6.239, 0.090, 2.273], [-4.780, -0.463, 0.350], [-5.615, -1.935, -1.449], [-7.908, -2.845, -1.331], [-9.364, -2.288, 0.584], [-8.528, -0.826, 2.389], [10.532, -9.753, -3.568], [9.621, -9.055, -4.348], [8.357, -8.768, -3.853], [8.006, -9.176, -2.573], [8.917, -9.872, -1.792], [10.180, -10.162, -2.290], [11.517, -9.978, -3.956], [9.897, -8.733, -5.344], [7.648, -8.225, -4.460], [7.020, -8.952, -2.186], [8.643, -10.190, -0.794], [10.889, -10.708, -1.682]],
  "forces_ev_per_angstrom": [[0.36, -0.19, 0.03], [-0.71, 0.01, 0.00], [0.40, 0.02, -0.22], [0.35, -0.18, -0.36], [-0.19, -0.04, 0.28], [-0.49, 0.59, 0.92], [0.33, -0.26, -0.53], [-0.34, 0.15, 0.23], [0.48, -0.18, -0.36], [-0.21, 0.12, 0.36], [-0.04, -0.09, -0.30], [0.12, 0.18, 0.07], [-0.34, -0.31, -0.12], [0.33, -0.27, -0.36], [-0.02, 0.22, -0.06], [-0.19, 0.04, 0.10], [-0.16, -0.09, -0.02], [0.32, 0.05, -0.02], [-0.08, -0.10, -0.17], [-0.18, 0.11, 0.12], [-0.02, -0.14, 0.19], [0.12, -0.22, 0.11], [0.23, 0.18, -0.08], [-0.10, 0.34, 0.01], [0.24, 0.37, 0.05], [0.42, -0.09, -0.15], [0.05, -0.04, -0.14], [0.14, -0.06, 0.01], [0.21, 0.20, -0.12], [0.15, -0.05, 0.24], [-0.12, 0.05, 0.16], [-0.23, 0.05, 0.14], [-0.07, 0.01, -0.03], [-0.04, 0.00, -0.02], [0.00, 0.01, 0.02], [0.00, 0.00, 0.00], [0.00, 0.00, 0.02], [-0.04, -0.02, -0.01], [0.06, -0.03, -0.03], [0.02, 0.01, -0.01], [0.01, 0.01, 0.00], [0.01, 0.00, 0.01], [0.00, -0.01, 0.01], [0.02, -0.01, 0.00], [0.06, 0.08, 0.00], [-0.03, -0.05, 0.03], [-0.15, -0.05, -0.06], [0.13, 0.12, 0.29], [0.00, 0.02, 0.03], [-0.05, -0.18, -0.09], [0.00, -0.01, 0.00], [-0.01, 0.01, -0.01], [0.00, 0.00, 0.00], [-0.03, 0.13, -0.06], [0.01, -0.12, 0.11], [0.02, 0.00, -0.07], [0.00, 0.00, -0.01], [0.02, 0.05, 0.04], [-0.01, 0.07, -0.07], [-0.02, 0.06, 0.00], [-0.02, 0.02, 0.04], [0.01, -0.01, 0.00], [0.01, 0.00, -0.01], [-0.01, 0.00, -0.02], [-0.01, -0.04, -0.03], [-0.03, -0.08, 0.00], [-0.01, -0.02, 0.00], [0.01, 0.00, 0.00], [-0.02, -0.02, 0.01], [0.01, 0.02, 0.02], [0.03, 0.02, 0.00], [0.00, 0.00, -0.03], [0.00, 0.01, 0.01], [0.05, -0.07, -0.02], [-0.02, -0.02, 0.01], [0.00, -0.01, 0.00], [0.02, 0.01, 0.02], [0.00, 0.00, -0.01], [0.00, -0.02, -0.02], [0.14, -0.30, -0.09], [0.00, 0.00, 0.02], [0.01, 0.00, 0.00], [0.00, 0.00, -0.01], [0.01, -0.01, 0.00], [0.04, 0.00, 0.00], [-0.02, 0.00, 0.02], [0.00, 0.01, 0.00], [0.01, 0.00, 0.00], [0.01, 0.01, -0.01], [0.00, 0.00, -0.01], [0.02, -0.03, -0.02], [0.00, 0.02, 0.00], [-0.03, 0.03, 0.03], [0.00, -0.01, 0.03], [0.01, -0.01, -0.01], [0.00, -0.02, -0.01], [-0.02, 0.08, 0.04], [0.05, 0.03, 0.03], [-0.13, 0.29, 0.04], [0.01, -0.02, -0.02], [0.00, 0.00, -0.01], [-0.02, -0.01, 0.00], [-0.07, -0.02, 0.00], [-0.03, 0.01, 0.02], [0.00, -0.02, -0.07], [0.01, 0.00, 0.03], [-0.03, 0.00, -0.01], [-0.02, 0.01, 0.02], [0.01, 0.02, 0.01], [0.01, -0.01, 0.00], [0.00, -0.01, 0.00], [-0.01, -0.01, 0.00], [-0.02, -0.02, -0.02], [0.00, 0.01, 0.00], [0.01, 0.01, 0.00], [0.00, 0.00, -0.01], [-0.17, -0.13, -0.10], [0.12, 0.08, 0.00], [-0.07, -0.02, 0.04], [0.02, 0.00, -0.01], [-0.02, 0.01, 0.01], [-0.05, 0.00, 0.05], [-0.39, -0.13, -0.01], [-0.13, -0.11, -0.08], [0.01, 0.02, -0.01], [-0.01, -0.01, -0.01], [-0.01, 0.00, 0.00], [-0.02, 0.00, 0.00], [0.01, 0.00, -0.01], [0.00, 0.00, -0.03], [0.02, 0.01, 0.08], [0.01, -0.01, 0.00], [-0.01, -0.01, 0.01], [0.01, 0.00, 0.01], [0.01, 0.00, 0.00], [0.00, 0.00, -0.01], [-0.03, 0.04, -0.02], [-0.01, 0.00, 0.00], [0.00, -0.01, 0.01], [0.01, 0.00, 0.01]],
  "lumo_ev": -4.189,
  "relative_energy_kcal_mol": 4.18,
  "max_force_ev_per_a": 1.20,
  "total_charge": 1,
  "gap_ev": 6.0
}

=====

No. 2
{
  "formula": "C7H10S3",
  "method": "wB97M-V/def2-TZVPD",
  "elements": ["C", "C", "S", "S", "C", "S", "C", "C", "C", "C", "H", "H", "H", "H", "H", "H", "H", "H", "H", "H"],
  "positions_angstrom": [[-0.230, -2.209, 0.125], [0.912, -1.287, 0.093], [2.470, -2.123, 0.072], [3.615, -0.431, 0.010], [2.291, 0.727, -0.012], [2.607, 2.279, -0.224], [0.929, 0.047, -0.029], [-0.245, 1.026, -0.049], [-1.168, 0.842, -1.245], [-1.190, 0.910, 1.220], [-0.078, -2.803, 1.029], [-0.284, -2.717, -0.817], [-1.309, -1.683, 0.267], [0.112, 2.120, -0.057], [-1.603, -0.128, -1.470], [-0.628, 1.199, -2.159], [-2.095, 1.596, -1.294], [-0.581, 0.443, 1.975], [-2.049, 0.263, 0.988], [-1.474, 1.930, 1.575]],
  "forces_ev_per_angstrom": [[-2.97, 1.48, 1.21], [0.91, 0.74, -0.61], [-0.51, -0.13, 0.22], [-0.31, 0.42, 0.12], [-1.19, -2.30, -0.73], [0.45, 1.37, 0.12], [1.14, 2.14, 0.63], [-1.76, 0.66, 0.80], [-1.05, 2.82, -2.40], [1.04, 0.41, -0.49], [-0.32, -0.67, -0.48], [-0.03, -0.89, -0.20], [2.76, -0.95, -0.32], [-0.06, -1.97, -0.15], [0.30, -0.29, 0.40], [-0.24, -0.67, 0.40], [1.91, -1.50, 0.77], [-0.11, -0.17, 0.77], [0.15, 0.47, 0.29], [-0.11, -0.95, -0.36]],
  "lumo_ev": -0.294,
  "relative_energy_kcal_mol": 0.00,
  "max_force_ev_per_a": 3.85,
  "gap_ev": 7.9,
  "smiles": "Cc1ssc(=S)c1C(C)C"
}

=====

No. 3
{
  "formula": "CH2NO4S",
  "method": "wB97M-V/def2-TZVPD",
  "elements": ["C", "N", "O", "O", "O", "O", "S", "H", "H"],
  "positions_angstrom": [[0.342, -0.128, -0.372], [1.329, 0.595, 0.250], [-2.197, -0.364, -0.993], [2.048, 0.261, 1.169], [1.373, 1.768, -0.223], [-1.656, -1.142, 1.311], [-1.608, -0.031, 0.333], [0.244, -1.152, -0.073], [0.125, 0.193, -1.403]],
  "forces_ev_per_angstrom": [[-1.69, -1.55, -0.53], [0.03, 3.31, -1.18], [0.26, -0.01, 0.85], [-0.03, -1.00, 0.53], [0.59, -0.38, 0.57], [0.20, 0.47, -0.60], [-0.74, 0.19, -0.13], [0.90, -0.70, -0.40], [0.47, -0.34, 0.88]],
  "lumo_ev": [3.808, 3.807],
  "relative_energy_kcal_mol": 89.06,
  "max_force_ev_per_a": 3.52,
  "total_charge": -1,
  "gap_ev": [8.0, 8.0]
}

=====

No. 4
{
  "formula": "C11H17BN6OPd",
  "method": "wB97M-V/def2-TZVPD",
  "elements": ["H", "N", "B", "N", "C", "Pd", "H", "C", "H", "C", "H", "C", "H", "H", "H", "N", "N", "N", "N", "C", "C", "H", "H", "C", "C", "C", "C", "H", "H", "H", "H", "H", "C", "O", "H", "H", "H"],
  "positions_angstrom": [[-1.016, -2.140, -2.352], [-0.511, -0.332, -1.380], [0.074, 2.093, -0.794], [-0.347, 0.980, -1.799], [-0.574, 1.045, -3.126], [-0.279, -0.939, 0.607], [-0.495, 1.992, -3.632], [-0.897, -0.237, -3.567], [-1.137, -0.527, -4.568], [-0.845, -1.074, -2.445], [0.164, 3.173, -1.297], [0.261, -1.853, 2.383], [-0.396, -2.724, 2.429], [-0.040, -1.100, 3.118], [1.325, -2.093, 2.479], [1.427, 1.595, -0.204], [-0.955, 2.052, 0.371], [1.505, 0.324, 0.322], [-1.226, 0.856, 1.018], [2.644, 2.173, -0.140], [-1.720, 3.018, 0.909], [2.774, 3.174, -0.511], [-1.653, 4.025, 0.530], [3.512, 1.261, 0.450], [-2.491, 2.449, 1.918], [2.756, 0.109, 0.726], [-2.158, 1.088, 1.953], [4.551, 1.405, 0.653], [-3.201, 2.944, 2.541], [3.041, -0.824, 1.198], [-2.517, 0.289, 2.582], [0.888, -3.173, 0.956], [-0.543, -3.850, -0.277], [0.495, -2.923, 0.077], [-1.507, -3.533, 0.147], [-0.284, -4.854, 0.091], [-0.626, -3.868, -1.367]],
  "forces_ev_per_angstrom": [[0.01, 0.38, -0.04], [-0.57, 0.92, -2.05], [0.09, -1.24, 0.54], [-0.48, -1.52, -0.21], [-0.13, -0.86, 0.51], [0.96, 0.08, 0.22], [-0.01, -0.06, -0.14], [0.03, 0.29, -0.30], [-0.04, -0.02, -0.27], [0.37, 1.66, 0.23], [-0.04, 0.01, -0.02], [-0.69, 0.84, 1.01], [0.14, -0.20, 0.50], [0.29, -0.46, 0.42], [-0.11, -0.05, 0.13], [0.55, -1.09, 0.51], [-0.69, -1.05, 0.87], [0.29, 0.66, 0.06], [-0.80, 2.02, 0.36], [-0.29, -0.90, 0.35], [-0.04, -0.68, 0.28], [0.16, 0.03, 0.01], [-0.08, 0.00, 0.10], [0.07, 0.16, -0.08], [0.00, 0.14, -0.15], [-0.48, 1.16, -0.53], [0.87, 0.97, -1.10], [0.30, 0.09, 0.03], [-0.24, 0.24, 0.18], [-0.10, 0.20, -0.14], [0.05, 0.03, -0.03], [-0.68, 0.29, -1.25], [0.27, -0.22, 0.22], [0.97, -1.88, -0.26], [0.16, -0.09, 0.00], [-0.22, 0.24, -0.21], [0.10, -0.09, 0.26]],
  "spin_multiplicity": 3,
  "lumo_ev": [0.787, -0.138],
  "relative_energy_kcal_mol": 0.00,
  "max_force_ev_per_a": 2.32,
  "gap_ev": [6.8, 8.1],
  "s2": 2.005
}

=====

What is the formula in the third record?
CH2NO4S

=====

Please write out number 2 again, unchanged.
{
  "formula": "C7H10S3",
  "method": "wB97M-V/def2-TZVPD",
  "elements": ["C", "C", "S", "S", "C", "S", "C", "C", "C", "C", "H", "H", "H", "H", "H", "H", "H", "H", "H", "H"],
  "positions_angstrom": [[-0.230, -2.209, 0.125], [0.912, -1.287, 0.093], [2.470, -2.123, 0.072], [3.615, -0.431, 0.010], [2.291, 0.727, -0.012], [2.607, 2.279, -0.224], [0.929, 0.047, -0.029], [-0.245, 1.026, -0.049], [-1.168, 0.842, -1.245], [-1.190, 0.910, 1.220], [-0.078, -2.803, 1.029], [-0.284, -2.717, -0.817], [-1.309, -1.683, 0.267], [0.112, 2.120, -0.057], [-1.603, -0.128, -1.470], [-0.628, 1.199, -2.159], [-2.095, 1.596, -1.294], [-0.581, 0.443, 1.975], [-2.049, 0.263, 0.988], [-1.474, 1.930, 1.575]],
  "forces_ev_per_angstrom": [[-2.97, 1.48, 1.21], [0.91, 0.74, -0.61], [-0.51, -0.13, 0.22], [-0.31, 0.42, 0.12], [-1.19, -2.30, -0.73], [0.45, 1.37, 0.12], [1.14, 2.14, 0.63], [-1.76, 0.66, 0.80], [-1.05, 2.82, -2.40], [1.04, 0.41, -0.49], [-0.32, -0.67, -0.48], [-0.03, -0.89, -0.20], [2.76, -0.95, -0.32], [-0.06, -1.97, -0.15], [0.30, -0.29, 0.40], [-0.24, -0.67, 0.40], [1.91, -1.50, 0.77], [-0.11, -0.17, 0.77], [0.15, 0.47, 0.29], [-0.11, -0.95, -0.36]],
  "lumo_ev": -0.294,
  "relative_energy_kcal_mol": 0.00,
  "max_force_ev_per_a": 3.85,
  "gap_ev": 7.9,
  "smiles": "Cc1ssc(=S)c1C(C)C"
}